i:
Molecular formula: C4H4N2
Method: DFT, ωB97M-V with the def2-TZVPD basis set

```
10
Properties=species:S:1:pos:R:3:mulliken_charge:R:1
C -0.240 0.899 0.680 -1.257
C 0.198 -0.405 0.012 0.624
C -0.868 -1.062 -0.756 0.107
N -1.734 -1.583 -1.320 -0.366
C 1.252 0.157 -1.349 -0.207
N 1.895 -0.531 -0.613 -0.227
H 0.622 1.350 1.176 0.366
H -1.002 0.686 1.439 0.362
H -0.647 1.605 -0.045 0.347
H 0.524 -1.114 0.777 0.252
```

As for the multiplicity: 1. The gap between HOMO and LUMO is 12.2 eV. For the molar mass, the calculation gives 80.09 g/mol. As for the lowest unoccupied orbital energy: 0.44 eV.

ii:
Molecular formula: C4H4N2
Method: DFT, ωB97M-V with the def2-TZVPD basis set

```
10
Properties=species:S:1:pos:R:3:mulliken_charge:R:1
C 0.671 0.836 -0.113 -0.232
C 1.319 -0.403 -0.120 -0.195
N 0.678 -1.568 -0.133 -0.356
N -0.629 -1.596 0.082 -0.351
C -1.282 -0.451 0.233 -0.148
C -0.703 0.798 0.015 -0.212
H 1.235 1.757 -0.242 0.350
H 2.402 -0.489 -0.149 0.399
H -2.323 -0.529 0.535 0.394
H -1.368 1.644 -0.109 0.352
```

As for the multiplicity: 1. The gap between HOMO and LUMO is 9.9 eV. For the molar mass, the calculation gives 80.09 g/mol. As for the lowest unoccupied orbital energy: 0.52 eV. Its SMILES is c1ccnnc1.

The winner here is ii, beating the second structure by 47.5 kcal/mol.

i:
Molecular formula: C4H4N2
Method: DFT, ωB97M-V with the def2-TZVPD basis set

```
10
Properties=species:S:1:pos:R:3:mulliken_charge:R:1
C -0.798 -0.732 -0.828 -0.287
C 0.967 2.094 -0.251 -0.215
N 1.139 0.991 0.187 0.516
N 1.375 -0.179 0.474 -0.828
C 0.266 -1.091 0.152 -0.245
C -1.155 -0.739 0.420 -0.227
H -1.038 -0.564 -1.867 0.333
H 0.529 2.929 0.280 0.241
H 0.630 -2.113 0.260 0.386
H -1.915 -0.595 1.173 0.326
```

As for the multiplicity: 1. The gap between HOMO and LUMO is 9.6 eV. For the molar mass, the calculation gives 80.09 g/mol. As for the lowest unoccupied orbital energy: 1.12 eV.

ii:
Molecular formula: C4H4N2
Method: DFT, ωB97M-V with the def2-TZVPD basis set

```
10
Properties=species:S:1:pos:R:3:mulliken_charge:R:1
C -1.834 0.435 1.135 -0.447
C -1.114 1.390 1.263 -0.320
N 1.988 1.021 0.895 0.084
N 2.470 0.055 0.682 -0.095
C 0.875 -1.476 -1.592 -0.466
C -0.173 -0.886 -1.593 -0.288
H -2.469 -0.418 1.023 0.374
H -0.453 2.225 1.367 0.405
H 1.806 -1.997 -1.595 0.370
H -1.096 -0.350 -1.584 0.385
```

As for the multiplicity: 1. The gap between HOMO and LUMO is 11.8 eV. For the molar mass, the calculation gives 80.09 g/mol. As for the lowest unoccupied orbital energy: 1.29 eV. Its SMILES is C#C.C#C.N#N.

iii:
Molecular formula: C4H4N2
Method: DFT, ωB97M-V with the def2-TZVPD basis set

```
10
Properties=species:S:1:pos:R:3:mulliken_charge:R:1
N -1.331 -0.856 -0.006 -0.610
C -0.436 0.256 0.297 0.320
C 1.010 -0.035 0.199 -0.686
C 2.184 -0.300 0.179 0.131
C -0.766 1.425 -0.546 0.073
N -0.999 2.356 -1.189 -0.384
H -1.183 -1.179 -0.956 0.289
H -1.086 -1.632 0.601 0.252
H -0.644 0.565 1.330 0.202
H 3.227 -0.530 0.161 0.414
```

As for the multiplicity: 1. The gap between HOMO and LUMO is 11.1 eV. For the molar mass, the calculation gives 80.09 g/mol. As for the lowest unoccupied orbital energy: 0.65 eV. Its SMILES is C#C[C@H](N)C#N.

The winner here is iii, beating the second structure by 24.3 kcal/mol.

i:
Molecular formula: CH2N4O
Method: DFT, ωB97M-V with the def2-TZVPD basis set

```
8
Properties=species:S:1:pos:R:3:mulliken_charge:R:1
C 1.248 0.379 -0.096 0.120
N -0.823 0.294 1.092 -0.180
N 0.362 0.616 0.944 -0.008
N -1.315 -0.479 -0.103 0.481
N -2.156 -1.264 -0.135 -0.515
O 1.752 -0.715 -0.305 -0.442
H 1.580 1.342 -0.448 0.314
H -0.647 -0.173 -0.951 0.230
```

As for the multiplicity: 1. The gap between HOMO and LUMO is 8.1 eV. For the molar mass, the calculation gives 86.05 g/mol. As for the lowest unoccupied orbital energy: -1.14 eV.

ii:
Molecular formula: CH2N4O
Method: DFT, ωB97M-V with the def2-TZVPD basis set

```
8
Properties=species:S:1:pos:R:3:mulliken_charge:R:1
N -0.235 -0.668 -1.487 -0.483
C 0.135 -1.106 -0.265 0.428
N 0.494 -1.462 0.782 -0.440
O 0.789 1.148 2.517 -0.474
N 0.323 1.412 1.466 0.771
N -0.124 1.672 0.463 -0.337
H -0.538 0.301 -1.495 0.277
H -0.853 -1.299 -1.988 0.258
```

As for the multiplicity: 1. The gap between HOMO and LUMO is 11.1 eV. For the molar mass, the calculation gives 86.05 g/mol. As for the lowest unoccupied orbital energy: 0.70 eV. Its SMILES is N#[N+][O-].N#CN.

The winner here is ii, beating the second structure by 63.9 kcal/mol.

i:
Molecular formula: CH2N4O
Method: DFT, ωB97M-V with the def2-TZVPD basis set

```
8
Properties=species:S:1:pos:R:3:mulliken_charge:R:1
N -1.440 0.258 0.174 -0.628
C -0.178 0.315 -0.188 0.265
N 0.776 0.907 -0.883 -0.370
O 1.906 0.122 -0.560 -0.007
N 1.616 -0.863 0.271 -0.129
N 0.385 -0.758 0.497 0.056
H -2.118 0.927 -0.159 0.205
H -0.767 -0.908 0.909 0.608
```

As for the multiplicity: 1. The gap between HOMO and LUMO is 8.9 eV. For the molar mass, the calculation gives 86.05 g/mol. As for the lowest unoccupied orbital energy: -0.25 eV.

ii:
Molecular formula: CH2N4O
Method: DFT, ωB97M-V with the def2-TZVPD basis set

```
8
Properties=species:S:1:pos:R:3:mulliken_charge:R:1
O -0.464 -0.973 -1.859 -0.594
C -0.144 -0.552 -0.773 0.460
N -0.193 -1.118 0.455 -0.504
N 0.131 -0.141 1.334 0.159
N 0.444 1.020 0.791 -0.376
N 0.384 0.750 -0.488 0.232
H -0.773 -0.372 1.780 0.373
H 0.636 1.447 -1.177 0.249
```

As for the multiplicity: 1. The gap between HOMO and LUMO (spin up / spin down) is 8.9 / 8.9 eV. For the molar mass, the calculation gives 86.05 g/mol. As for the lowest unoccupied orbital energy (spin up / spin down): -0.56 / -0.56 eV.

iii:
Molecular formula: CH2N4O
Method: DFT, ωB97M-V with the def2-TZVPD basis set

```
8
Properties=species:S:1:pos:R:3:mulliken_charge:R:1
C -0.514 0.087 -0.006 0.464
H -1.924 -1.271 0.243 0.204
H 0.929 -1.482 -0.120 0.207
N -1.751 -0.275 0.142 -0.583
N -0.173 1.465 0.013 -0.172
N 1.042 1.565 0.034 -0.003
N 0.699 -0.526 -0.160 -0.057
O 1.693 0.436 -0.146 -0.060
```

As for the multiplicity: 1. The gap between HOMO and LUMO is 9.9 eV. For the molar mass, the calculation gives 86.05 g/mol. As for the lowest unoccupied orbital energy: 0.39 eV. Its SMILES is [H]/N=c1/nno[nH]1.

iv:
Molecular formula: CH2N4O
Method: DFT, ωB97M-V with the def2-TZVPD basis set

```
8
Properties=species:S:1:pos:R:3:mulliken_charge:R:1
C -1.125 -0.341 0.163 0.445
H 2.080 0.635 0.085 0.316
H -0.259 1.720 0.046 0.286
N -0.183 -1.510 0.162 -0.168
N 0.918 -1.116 -0.187 -0.225
N 1.035 0.240 -0.175 -0.057
N -0.200 0.652 0.134 -0.066
O -2.265 -0.281 -0.227 -0.531
```

As for the multiplicity: 1. The gap between HOMO and LUMO is 9.7 eV. For the molar mass, the calculation gives 86.05 g/mol. As for the lowest unoccupied orbital energy: 0.29 eV. Its SMILES is O=c1nn[nH][nH]1.

The winner here is ii, beating the second structure by 6.9 kcal/mol.

i:
Molecular formula: CH2N4O
Method: DFT, ωB97M-V with the def2-TZVPD basis set

```
8
Properties=species:S:1:pos:R:3:mulliken_charge:R:1
C -0.201 0.453 0.578 0.355
H -0.727 1.588 2.374 0.238
H 0.884 -1.238 1.525 0.357
N -0.925 1.293 1.286 -0.556
N -0.440 0.581 -0.880 -0.199
N 0.087 -0.452 -1.376 0.071
N 0.746 -0.444 0.597 -0.226
O 0.596 -1.239 -0.595 -0.040
```

As for the multiplicity: 1. The gap between HOMO and LUMO is 9.7 eV. For the molar mass, the calculation gives 86.05 g/mol. As for the lowest unoccupied orbital energy: 0.11 eV. Its SMILES is [H]/N=c1/nno[nH]1.

ii:
Molecular formula: CH2N4O
Method: DFT, ωB97M-V with the def2-TZVPD basis set

```
8
Properties=species:S:1:pos:R:3:mulliken_charge:R:1
C -0.360 0.891 -0.023 -0.147
H 1.939 -0.948 0.318 0.416
H -0.123 1.908 0.035 0.451
N 0.390 -0.168 0.027 0.559
N -1.623 0.497 -0.084 -0.307
N -1.568 -0.840 -0.054 -0.263
N -0.343 -1.279 -0.071 -0.288
O 1.687 -0.062 -0.148 -0.421
```

As for the multiplicity: 1. The gap between HOMO and LUMO is 11.4 eV. For the molar mass, the calculation gives 86.05 g/mol. As for the lowest unoccupied orbital energy: 0.48 eV. Its SMILES is On1cnnn1.

iii:
Molecular formula: CH2N4O
Method: DFT, ωB97M-V with the def2-TZVPD basis set

```
8
Properties=species:S:1:pos:R:3:mulliken_charge:R:1
C -0.337 -0.146 0.496 0.559
H -0.292 -1.985 0.670 0.237
H 0.906 -0.920 -0.926 0.273
N -0.859 -1.221 0.919 -0.573
N -0.612 1.230 0.648 -0.229
N -0.360 1.961 -0.415 0.059
N 0.857 -0.082 -0.396 -0.210
O 0.697 1.165 -0.995 -0.115
```

As for the multiplicity: 1. The gap between HOMO and LUMO is 8.8 eV. For the molar mass, the calculation gives 86.05 g/mol. As for the lowest unoccupied orbital energy: -1.14 eV. Its SMILES is [H]/N=c1/nno[nH]1.

The winner here is ii, beating the second structure by 39.2 kcal/mol.

i:
Molecular formula: C3H9NOS
Method: DFT, ωB97M-V with the def2-TZVPD basis set

```
15
Properties=species:S:1:pos:R:3:mulliken_charge:R:1
C -1.017 -1.394 0.373 -0.935
C -0.372 1.484 0.263 -1.290
C 0.257 0.194 0.711 -0.040
N 2.094 -1.525 -0.396 -0.644
O 2.700 0.978 0.116 -0.595
S 1.712 -0.035 -0.220 0.672
H -1.356 -1.104 -0.600 0.313
H -0.481 -2.311 0.506 0.341
H -1.772 -1.302 1.091 0.376
H -0.808 1.563 -0.828 0.318
H 0.375 2.305 0.412 0.353
H -1.144 1.728 0.906 0.420
H 0.409 0.187 1.756 0.342
H 3.091 -1.665 -0.429 0.259
H 1.328 0.515 -1.528 0.110
```

As for the multiplicity: 1. The gap between HOMO and LUMO is 10.3 eV. For the molar mass, the calculation gives 107.18 g/mol. As for the lowest unoccupied orbital energy: 0.83 eV.

ii:
Molecular formula: C3H9NOS
Method: DFT, ωB97M-V with the def2-TZVPD basis set

```
15
Properties=species:S:1:pos:R:3:mulliken_charge:R:1
C -2.153 -0.716 -0.973 -0.722
C 0.832 -0.180 1.655 -0.642
C -1.422 0.385 -1.124 -0.323
N 1.490 0.351 0.522 -0.038
O 0.566 2.696 1.093 -0.466
S 1.554 1.866 0.370 0.431
H 1.931 -1.227 -1.517 -0.156
H -2.345 -1.509 -1.596 0.285
H -2.584 -0.982 -0.054 0.262
H 1.399 -1.016 2.182 0.286
H -0.084 -0.811 1.314 0.141
H 0.423 0.637 2.423 0.286
H -0.946 0.457 -2.017 0.279
H -1.236 1.135 -0.242 0.226
H 2.575 -1.085 -2.036 0.150
```

As for the multiplicity: 1. The gap between HOMO and LUMO is 9.6 eV. For the molar mass, the calculation gives 107.18 g/mol. As for the lowest unoccupied orbital energy: -0.69 eV.

The winner here is ii, beating the second structure by 6.0 kcal/mol.